Entry 1:
# C27H34F6N5

An isolated ion of composition C27H34F6N5 and charge +1 (the ωB97M-V functional and the def2-TZVPD basis, the Open Molecules 2025 dataset).

Each atom is followed by the atoms it is bonded to, with distances in Å.
Cartesian coordinates (Å):
1 C -2.5345 0.5743 3.8050  N2 1.458, H39 1.095, H40 1.099, H41 1.100
2 N -1.5805 -0.2033 3.0231  C1 1.458, C3 1.475, C38 1.360
3 C -2.0494 -1.5656 2.7057  N2 1.475, C4 1.504, H42 1.104, H43 1.100
4 C -1.1233 -2.2204 1.7186  C3 1.504, C5 1.496, H44 1.095, H45 1.096
5 C 0.2889 -2.1190 2.2015  C4 1.496, N6 1.453, H46 1.103, H47 1.096
6 N 0.6196 -0.7325 2.4833  C5 1.453, C7 1.455, C38 1.351
7 C 2.0608 -0.5368 2.5315  N6 1.455, C8 1.489, H48 1.094, H49 1.099
8 C 2.3964 0.7419 3.2157  C7 1.489, C9 1.491, H50 1.095, H51 1.093
9 C 1.5461 1.7886 2.5796  C8 1.491, N10 1.474, H52 1.093, H53 1.106
10 N 0.1184 1.5367 2.8479  C9 1.474, C11 1.447, C38 1.400
11 C -0.5327 2.8258 2.7645  N10 1.447, C12 1.537, C25 1.544, H54 1.098
12 C -1.9373 3.0976 2.2017  C11 1.537, C13 1.402, C24 1.400
13 C -2.2728 2.6399 0.9194  C12 1.402, C14 1.384, H55 1.092
14 C -3.3122 3.2148 0.2082  C13 1.384, C15 1.422, H56 1.089
15 C -4.1363 4.2036 0.8118  C14 1.422, N16 1.359, C23 1.414
16 N -5.3160 4.5719 0.2455  C15 1.359, C17 1.443, C18 1.457
17 C -6.1885 5.5597 0.8326  N16 1.443, H57 1.095, H58 1.095, H59 1.104
18 C -5.8986 3.8425 -0.8728  N16 1.457, C19 1.499, H60 1.094, H61 1.093
19 C -6.6321 2.6417 -0.3568  C18 1.499, F20 1.360, F21 1.379, F22 1.379
20 F -7.2181 1.8883 -1.3260  C19 1.360
21 F -5.7776 1.8256 0.3534  C19 1.379
22 F -7.6107 3.0234 0.5365  C19 1.379
23 C -3.7579 4.7040 2.0787  C15 1.414, C24 1.382, H62 1.087
24 C -2.7166 4.1133 2.7685  C12 1.400, C23 1.382, H63 1.089
25 C -0.1881 3.6711 4.0102  C11 1.544, C26 1.395, C37 1.402
26 C -0.1004 3.1202 5.2891  C25 1.395, C27 1.388, H64 1.089
27 C 0.2344 3.9202 6.3734  C26 1.388, C28 1.417, H65 1.088
28 C 0.4446 5.3130 6.2190  C27 1.417, N29 1.372, C36 1.416
29 N 0.5146 6.1273 7.3213  C28 1.372, C30 1.448, C31 1.460
30 C 0.7030 5.5567 8.6389  N29 1.448, H66 1.094, H67 1.104, H68 1.091
31 C 0.8925 7.5367 7.2654  N29 1.460, C32 1.508, H69 1.099, H70 1.090
32 C -0.2104 8.4573 7.7229  C31 1.508, F33 1.372, F34 1.373, F35 1.376
33 F 0.2442 9.7120 8.0399  C32 1.372
34 F -1.1671 8.5843 6.7461  C32 1.373
35 F -0.8513 7.9686 8.8377  C32 1.376
36 C 0.4719 5.8343 4.9032  C28 1.416, C37 1.384, H71 1.085
37 C 0.1320 5.0242 3.8338  C25 1.402, C36 1.384, H72 1.091
38 C -0.3078 0.2057 2.7730  N2 1.360, N6 1.351, N10 1.400
39 H -2.0553 1.3771 4.3759  C1 1.095
40 H -3.3044 1.0013 3.1467  C1 1.099
41 H -3.0307 -0.0905 4.5272  C1 1.100
42 H -2.0915 -2.1686 3.6290  C3 1.104
43 H -3.0663 -1.5069 2.2897  C3 1.100
44 H -1.3701 -3.2824 1.6178  C4 1.095
45 H -1.2243 -1.7474 0.7349  C4 1.096
46 H 0.4473 -2.7414 3.0979  C5 1.103
47 H 0.9848 -2.4852 1.4386  C5 1.096
48 H 2.5388 -1.3815 3.0370  C7 1.094
49 H 2.4411 -0.5139 1.5005  C7 1.099
50 H 2.2410 0.6771 4.2974  C8 1.095
51 H 3.4437 0.9976 3.0381  C8 1.093
52 H 1.8195 2.7642 2.9896  C9 1.093
53 H 1.7016 1.8197 1.4846  C9 1.106
54 H 0.0314 3.3472 1.9804  C11 1.098
55 H -1.6800 1.8574 0.4401  C13 1.092
56 H -3.5014 2.9095 -0.8196  C14 1.089
57 H -5.6198 6.4176 1.2052  C17 1.095
58 H -6.8603 5.9190 0.0462  C17 1.095
59 H -6.7966 5.1497 1.6577  C17 1.104
60 H -6.6390 4.5045 -1.3318  C18 1.094
61 H -5.1306 3.5205 -1.5813  C18 1.093
62 H -4.2762 5.5544 2.5141  C23 1.087
63 H -2.4727 4.5320 3.7435  C24 1.089
64 H -0.2906 2.0639 5.4728  C26 1.089
65 H 0.3036 3.4454 7.3496  C27 1.088
66 H 0.0979 4.6523 8.7473  C30 1.094
67 H 1.7649 5.3278 8.8333  C30 1.104
68 H 0.3599 6.2773 9.3823  C30 1.091
69 H 1.7116 7.6871 7.9831  C31 1.099
70 H 1.1818 7.8345 6.2581  C31 1.090
71 H 0.7374 6.8715 4.7274  C36 1.085
72 H 0.1217 5.4619 2.8340  C37 1.091

Calculated values
- total charge = +1
- relative energy (zero: lowest compared OMol25 entry of this formula, charge and spin) (kJ/mol) = 0.00
- Kohn-Sham gap (eV) = 7.971
- calculated total energy (eV) = -52301.1857
- SMILES = CN1CCCN2CCC[N+](C(c3ccc(N(C)CC(F)(F)F)cc3)c3ccc(N(C)CC(F)(F)F)cc3)=C12



Entry 2:
# C4H10N2O

One molecule with the formula C4H10N2O (the ωB97M-V functional and the def2-TZVPD basis, the Open Molecules 2025 dataset).

Each atom is followed by the atoms it is bonded to, with distances in Å.
Cartesian coordinates (Å):
1 N 2.5896 -0.1298 0.4264  C2 1.467, H8 1.098, H9 1.080
2 C 2.1450 0.2568 -0.9169  N1 1.467, C3 1.586, H10 1.134, H11 1.155
3 C 0.5811 0.4336 -1.1092  C2 1.586, C4 1.597, H12 1.181, H13 1.118
4 C -0.1123 -0.9077 -0.5880  C3 1.597, N5 1.504, H14 1.201, H15 0.984
5 N -1.4896 -0.5666 -0.0885  C4 1.504, C6 1.316, H16 1.035
6 C -1.6755 0.1200 1.0186  N5 1.316, O7 1.292, H17 1.082
7 O -2.7343 0.7809 1.3535  C6 1.292
8 H 2.3707 0.7213 1.0854  N1 1.098
9 H 3.6406 -0.3293 0.5781  N1 1.080
10 H 2.4252 -0.4569 -1.7528  C2 1.134
11 H 2.6728 1.2578 -1.1483  C2 1.155
12 H 0.1670 0.5404 -2.2096  C3 1.181
13 H 0.2687 1.3203 -0.5041  C3 1.118
14 H -0.3620 -1.8823 -1.2434  C4 1.201
15 H 0.4391 -1.2285 0.1616  C4 0.984
16 H -2.2289 -1.2893 -0.1477  N5 1.035
17 H -0.8486 0.5592 1.5607  C6 1.082

Calculated values
- relative energy (zero: lowest compared OMol25 entry of this formula, charge and spin) (kJ/mol) = 328.50
- Kohn-Sham gap (eV) = 10.096
- calculated total energy (eV) = -9335.5829
- SMILES = NCCCNC=O



Entry 3:
# C24H70N2O15

A 10-piece molecular cluster, C24H70N2O15 overall (the ωB97M-V functional and the def2-TZVPD basis, the Open Molecules 2025 dataset).

Each atom is followed by the atoms it is bonded to, with distances in Å.
Cartesian coordinates (Å):
1 C 9.0176 9.3077 9.2469  O2 1.439, H7 1.093, H8 1.067, H9 1.071
2 O 10.4449 9.4742 9.1625  C1 1.439, C3 1.402
3 C 11.0948 9.0472 10.3287  O2 1.402, C4 1.533, H10 1.080, H11 1.074
4 C 12.0475 7.9016 9.9682  C3 1.533, C5 1.500, N6 1.448, H12 1.121
5 C 13.1882 8.4753 9.1816  C4 1.500, H13 1.109, H14 1.095, H15 1.115
6 N 11.3241 6.8370 9.3054  C4 1.448, H16 0.988, H17 1.015
7 H 8.7183 8.2593 9.1647  C1 1.093
8 H 8.5312 9.8302 8.4535  C1 1.067
9 H 8.6537 9.7511 10.1516  C1 1.071
10 H 11.6542 9.8887 10.7092  C3 1.080
11 H 10.4407 8.6039 11.0567  C3 1.074
12 H 12.5051 7.4456 10.8846  C4 1.121
13 H 12.8184 8.6505 8.1513  C5 1.109
14 H 14.0381 7.8043 9.0192  C5 1.095
15 H 13.7558 9.3881 9.4770  C5 1.115
16 H 11.1630 6.9472 8.3367  N6 0.988
17 H 11.8960 6.0048 9.4105  N6 1.015
18 C 9.7841 12.1767 12.5974  O19 1.394, H24 1.094, H25 1.081, H26 1.111
19 O 9.5857 11.9584 11.2354  C18 1.394, C20 1.477
20 C 9.8391 13.2635 10.5929  O19 1.477, C21 1.484, H27 1.075, H28 1.036
21 C 9.2179 13.2219 9.2464  C20 1.484, C22 1.496, N23 1.472, H29 1.094
22 C 7.7554 12.9114 9.2986  C21 1.496, H30 1.102, H31 1.074, H32 1.084
23 N 9.9507 12.2942 8.3696  C21 1.472, H33 1.051, H34 0.995
24 H 10.7969 12.5607 12.7492  C18 1.094
25 H 9.6587 11.2528 13.1438  C18 1.081
26 H 9.0190 12.8380 13.0569  C18 1.111
27 H 9.3709 14.0795 11.1124  C20 1.075
28 H 10.8585 13.4386 10.6468  C20 1.036
29 H 9.1903 14.1650 8.6935  C21 1.094
30 H 7.4917 12.0101 9.8761  C22 1.102
31 H 7.3331 12.8105 8.3158  C22 1.074
32 H 7.4024 13.8273 9.7575  C22 1.084
33 H 10.9119 12.6611 8.1574  N23 1.051
34 H 10.1512 11.4457 8.8485  N23 0.995
35 O 13.1426 16.1346 8.7267  C36 1.436, H39 0.951
36 C 12.5117 17.1214 7.8955  O35 1.436, C37 1.467, H40 1.077, H41 1.100
37 C 13.4662 17.8800 7.0800  C36 1.467, O38 1.404, H42 1.094, H43 1.114
38 O 14.3468 17.0281 6.3952  C37 1.404, H44 0.973
39 H 13.4121 16.5357 9.5462  O35 0.951
40 H 11.8507 16.5508 7.2643  C36 1.077
41 H 11.8750 17.7294 8.5553  C36 1.100
42 H 14.0497 18.6083 7.6512  C37 1.094
43 H 12.8877 18.4454 6.3146  C37 1.114
44 H 14.9586 16.5814 7.0060  O38 0.973
45 O 13.0063 13.2047 7.7166  C46 1.447, H49 0.974
46 C 12.7673 12.7154 6.3757  O45 1.447, C47 1.483, H50 1.050, H51 1.075
47 C 13.2739 11.3222 6.4164  C46 1.483, O48 1.428, H52 1.074, H53 1.125
48 O 14.6054 11.2596 6.9290  C47 1.428, H54 1.013
49 H 13.0971 14.1727 7.7723  O45 0.974
50 H 11.7387 12.6845 6.1684  C46 1.050
51 H 13.2657 13.2750 5.6047  C46 1.075
52 H 13.2083 10.8536 5.4524  C47 1.074
53 H 12.6398 10.7086 7.1143  C47 1.125
54 H 14.5949 11.5886 7.8868  O48 1.013
55 O 17.7483 12.4591 7.4974  C56 1.459, H59 0.973
56 C 17.3552 12.5676 6.0969  O55 1.459, C57 1.541, H60 1.068, H61 1.094
57 C 16.6081 13.8490 5.6789  C56 1.541, O58 1.435, H62 1.085, H63 1.077
58 O 17.3572 15.0670 5.7995  C57 1.435, H64 0.981
59 H 17.2218 11.7468 7.9003  O55 0.973
60 H 18.3081 12.5838 5.6139  C56 1.068
61 H 16.8009 11.6966 5.7351  C56 1.094
62 H 15.7009 13.9960 6.2557  C57 1.085
63 H 16.4158 13.7962 4.6208  C57 1.077
64 H 17.6966 15.0321 6.7197  O58 0.981
65 O 21.8311 14.0211 12.1339  C66 1.410, H69 0.975
66 C 20.6810 14.4978 11.4710  O65 1.410, C67 1.532, H70 1.112, H71 1.057
67 C 19.5637 13.9756 12.3795  C66 1.532, O68 1.400, H72 1.095, H73 1.104
68 O 18.3948 14.7023 12.1214  C67 1.400, H74 0.944
69 H 22.6576 14.2396 11.6657  O65 0.975
70 H 20.6058 15.6058 11.5332  C66 1.112
71 H 20.7068 14.1702 10.4661  C66 1.057
72 H 19.9300 14.2415 13.3762  C67 1.095
73 H 19.4951 12.8741 12.4170  C67 1.104
74 H 17.9920 14.4985 11.2922  O68 0.944
75 O 15.3108 11.5405 10.1816  C76 1.461, H79 0.955
76 C 15.1954 12.8513 10.8169  O75 1.461, C77 1.530, H80 1.081, H81 1.099
77 C 15.4297 13.9184 9.7460  C76 1.530, O78 1.419, H82 1.105, H83 1.098
78 O 16.7929 14.2592 9.5498  C77 1.419, H84 0.961
79 H 15.4915 10.9773 10.9311  O75 0.955
80 H 14.2485 12.9594 11.3279  C76 1.081
81 H 16.0047 12.9746 11.5497  C76 1.099
82 H 14.9716 14.8819 10.0329  C77 1.105
83 H 14.9723 13.7042 8.7716  C77 1.098
84 H 17.1117 13.7855 8.7764  O78 0.961
85 C 16.4764 19.5328 10.3505  C86 1.499, H88 1.072, H89 1.072, H90 1.101
86 C 16.1419 18.0718 10.3896  C85 1.499, O87 1.510, H91 1.054, H92 1.112
87 O 14.6942 17.8442 10.7535  C86 1.510, H93 0.939
88 H 16.3160 19.9843 11.3097  C85 1.072
89 H 15.8276 20.0942 9.7074  C85 1.072
90 H 17.5414 19.5483 10.0732  C85 1.101
91 H 16.7258 17.5185 11.0709  C86 1.054
92 H 16.2665 17.6269 9.3776  C86 1.112
93 H 14.6372 18.2024 11.6191  O87 0.939
94 C 13.6942 15.4430 14.0889  C95 1.508, H97 1.084, H98 1.132, H99 1.087
95 C 15.1479 15.2054 14.4106  C94 1.508, O96 1.431, H100 1.083, H101 1.088
96 O 15.7897 14.6698 13.2495  C95 1.431, H102 0.974
97 H 13.5480 16.2974 13.4372  C94 1.084
98 H 13.1523 15.6444 15.0628  C94 1.132
99 H 13.1595 14.5861 13.6883  C94 1.087
100 H 15.1517 14.4217 15.1586  C95 1.083
101 H 15.6190 16.1346 14.7234  C95 1.088
102 H 16.7459 14.8403 13.3170  O96 0.974
103 C 14.4876 9.7631 14.6991  C104 1.557, H106 1.092, H107 1.125, H108 1.068
104 C 14.0471 9.3861 13.2544  C103 1.557, O105 1.407, H109 1.101, H110 1.081
105 O 15.0596 9.7440 12.3453  C104 1.407, H111 0.968
106 H 13.7565 9.4386 15.4429  C103 1.092
107 H 14.5794 10.8841 14.7329  C103 1.125
108 H 15.4553 9.3707 14.9253  C103 1.068
109 H 13.0923 9.8749 13.0048  C104 1.101
110 H 13.8287 8.3290 13.1972  C104 1.081
111 H 15.1439 8.9390 11.8140  O105 0.968

Calculated values
- Kohn-Sham gap (eV) = 9.074
- calculated total energy (eV) = -59710.8017
- SMILES = COC[C@H](C)N.COC[C@H](C)N.OCCO.OCCO.OCCO.OCCO.OCCO.CCO.CCO.CCO